Record 1
2 unconnected molecules or ions with the total composition C6H11BF2N3O7P. Source: the OMol25 dataset; level of theory: ωB97M-V with the def2-TZVPD basis set.

Each line ends with the Löwdin charge.
CARTESIAN COORDINATES (ANGSTROEM)
N: 1.773 -1.808 -2.643  0.1499
C: 0.884 -1.567 -1.605  -0.3209
N: -0.278 -2.257 -1.589  0.1067
C: -1.021 -2.293 -0.310  -0.1420
C: -0.011 -2.119 0.806  -0.1533
C: 0.624 -0.761 0.650  -0.3063
P: 1.890 -0.265 1.920  0.4188
O: 3.002 0.373 1.205  -0.2615
O: 2.338 -1.482 2.831  -0.0943
O: 1.023 0.665 2.834  -0.1043
N: 1.233 -0.660 -0.689  0.1362
H: 1.745 -1.316 -3.516  0.1083
H: 2.531 -2.432 -2.435  0.1103
H: -0.873 -1.971 -2.363  0.1740
H: -1.734 -1.469 -0.265  0.1277
H: -1.544 -3.241 -0.241  0.1252
H: -0.497 -2.227 1.770  0.1358
H: 0.729 -2.918 0.690  0.1277
H: -0.147 0.004 0.727  0.1030
H: 2.966 -2.048 2.366  0.0930
H: 0.637 1.232 2.102  0.0242
H: 1.185 0.286 -1.068  0.1775
B: -2.620 4.085 -0.069  -1.0083
O: -2.555 2.970 -1.098  0.2410
C: -1.578 2.170 -0.818  -0.4071
O: -1.234 1.171 -1.414  0.0919
C: -0.882 2.688 0.456  -0.3717
O: 0.076 2.108 0.935  0.0728
O: -1.459 3.748 0.873  0.2667
F: -3.801 4.036 0.617  0.1882
F: -2.403 5.297 -0.659  0.1908

Cartesian forces, eV/Å:
-0.8 0.6 -0.5
0.0 0.7 -0.7
-0.1 0.1 1.3
0.0 0.6 0.0
-0.1 -0.4 -0.3
-0.1 -0.1 0.2
0.8 1.0 -1.0
0.1 -0.3 0.0
-0.7 -0.4 0.2
0.1 -0.8 -0.2
-0.9 -1.3 0.9
0.0 -0.1 -0.1
0.3 0.3 0.0
0.4 -0.8 -0.6
-0.2 -0.1 -0.1
0.0 -0.1 -0.1
0.1 0.0 0.1
0.1 0.0 0.3
0.0 -0.1 -0.1
0.2 0.1 0.1
-0.3 0.9 1.0
1.2 0.2 0.0
-0.5 0.6 0.0
0.2 -0.2 0.0
-0.2 0.2 -0.1
0.1 -0.2 0.0
0.1 -0.1 -0.1
0.1 0.2 0.0
0.0 -0.1 -0.1
0.0 -0.2 0.1
0.2 -0.1 -0.1

LUMO ... -1.93 eV
Total energy ... -40610.5623 eV
Charge ... 0
Frontier orbital gap ... 8.48 eV

Record 2
A gas-phase ion, C6H11BNO2 (charge +1). Source: the OMol25 dataset; level of theory: ωB97M-V with the def2-TZVPD basis set.

Each line ends with the Löwdin charge.
CARTESIAN COORDINATES (ANGSTROEM)
N: 0.501 -1.395 0.492  0.2101
C: 0.429 0.094 0.199  -0.2707
B: 1.985 0.471 -0.114  -0.6626
O: 2.458 1.666 -0.071  0.2902
O: 2.759 -0.627 -0.330  0.1797
C: -0.364 0.762 1.251  -0.0606
C: -1.672 1.023 1.242  -0.0389
C: -2.551 0.420 0.195  -0.0657
C: -1.910 0.055 -0.900  -0.1215
C: -0.461 0.150 -1.125  -0.1088
H: -0.240 -1.731 -0.170  0.1679
H: 0.281 -1.628 1.493  0.1958
H: 1.539 -1.609 0.315  0.1533
H: 3.366 1.782 -0.377  0.1491
H: 3.564 -0.846 -0.829  0.1615
H: 0.164 1.281 2.044  0.1216
H: -2.250 1.769 1.843  0.1374
H: -3.642 0.510 0.277  0.1221
H: -2.567 -0.305 -1.757  0.1445
H: -0.037 -0.717 -1.783  0.1657
H: -0.362 1.016 -1.732  0.1299

Cartesian forces, eV/Å:
-0.1 -0.6 0.7
-1.0 0.2 -1.3
-0.9 -1.4 0.3
0.6 3.0 -0.3
0.3 -1.8 -0.5
0.4 2.3 1.9
-2.0 -0.2 -0.9
0.8 1.1 0.8
-2.6 -1.7 -1.8
2.0 -2.2 -0.2
1.2 -0.9 1.1
0.0 0.3 -1.2
-1.6 -0.6 -0.4
-0.1 0.1 0.2
-0.4 0.8 0.4
0.4 -0.1 -0.1
1.3 -0.9 0.2
0.6 -0.3 -0.1
1.2 0.5 0.9
-1.0 1.4 0.7
0.8 1.1 -0.4

LUMO ... -3.31 eV
Total energy ... -12656.3952 eV
SMILES ... [NH3+][C@]1(B(O)O)C=CC=CC1
Charge ... +1
Frontier orbital gap ... 9.36 eV
Energy relative to the best compared isomer or geometry (same formula, charge and spin) ... 14.9 kcal per mole

Record 3
A gas-phase ion, C6H11BNO2S (charge +1). Source: the OMol25 dataset; level of theory: ωB97M-V with the def2-TZVPD basis set.

Each line ends with the Löwdin charge.
CARTESIAN COORDINATES (ANGSTROEM)
N: -1.500 0.247 -0.546  0.2025
C: -0.966 -0.519 0.630  -0.1582
C: 0.484 0.033 0.766  -0.1503
C: 1.238 0.362 -0.501  -0.5579
C: 1.937 -0.553 -1.231  -0.1333
C: 2.716 0.000 -2.264  -0.1450
C: 2.538 1.361 -2.359  -0.4017
S: 1.423 1.930 -1.237  1.0432
B: -1.944 -0.532 1.933  -0.7074
O: -1.441 -1.221 2.898  0.2841
O: -3.098 0.115 1.760  0.2194
H: -1.099 1.169 -0.299  0.1452
H: -1.170 -0.063 -1.494  0.1945
H: -2.494 0.070 -0.393  0.1552
H: -0.814 -1.580 0.336  0.1659
H: 0.459 1.060 1.266  0.1465
H: 1.080 -0.662 1.318  0.1246
H: 2.043 -1.548 -0.890  0.1126
H: 3.287 -0.543 -2.967  0.1015
H: 3.061 2.144 -2.876  0.0719
H: -1.974 -1.284 3.687  0.1392
H: -3.765 0.011 2.462  0.1475

Cartesian forces, eV/Å:
-0.1 -0.9 0.4
2.1 -1.2 -0.5
-0.3 2.4 0.4
-0.4 -0.5 -0.7
0.4 0.6 0.3
-0.6 1.3 -0.4
0.2 -0.5 0.1
-0.4 -0.1 1.4
1.0 1.1 -3.3
0.8 -1.4 2.3
-1.5 0.3 0.5
-1.3 0.1 -1.0
-0.2 0.4 1.2
-0.4 1.2 -0.8
-0.4 0.5 -0.1
-0.1 -1.4 0.2
0.3 -0.2 0.7
-0.1 -1.0 0.1
0.8 -0.5 -0.3
0.1 -0.3 -0.7
-0.1 -0.2 0.7
0.2 0.2 -0.4

LUMO ... -3.16 eV
Total energy ... -23492.8415 eV
SMILES ... [NH3+][C@@H](Cc1cccs1)B(O)O
Charge ... +1
Frontier orbital gap ... 9.08 eV
Energy relative to the best compared isomer or geometry (same formula, charge and spin) ... 4.4 kcal per mole

Record 4
A gas-phase ion, C6H11BNO3 (charge -1). Source: the OMol25 dataset; level of theory: ωB97M-V with the def2-TZVPD basis set.

Each line ends with the Löwdin charge.
CARTESIAN COORDINATES (ANGSTROEM)
C: 3.200 0.095 1.508  -0.0053
C: 2.487 -0.496 0.507  -0.3615
C: 1.061 -0.778 0.411  -0.0399
C: 0.135 0.119 0.035  -0.1431
C: 0.707 1.489 -0.344  -0.0354
B: -1.326 -0.305 -0.117  -0.6606
O: -2.128 0.357 -1.053  0.1301
O: -1.919 -1.290 0.562  0.0666
C: -3.267 -1.622 0.414  -0.0906
N: 3.260 -1.122 -0.646  -0.2094
O: 4.316 -0.467 -1.217  -0.4216
H: 4.256 0.003 1.633  0.0254
H: 2.676 0.753 2.220  0.0357
H: 0.779 -1.844 0.619  0.1331
H: 1.786 1.361 -0.280  0.0699
H: 0.398 1.742 -1.316  0.0456
H: 0.205 2.181 0.355  0.0903
H: -1.625 0.958 -1.634  0.0958
H: -3.305 -2.561 0.886  0.0730
H: -3.712 -1.734 -0.580  0.0916
H: -3.961 -0.914 0.854  0.0896
H: 2.650 -1.267 -1.351  0.0207

Cartesian forces, eV/Å:
-2.0 0.4 0.0
3.9 -1.4 -1.8
-0.7 -0.9 0.5
1.3 -0.3 0.1
-1.3 -1.2 1.7
-0.1 1.5 -1.6
0.2 0.3 -0.4
0.0 -0.3 0.4
-0.7 0.2 -0.5
0.3 1.2 4.4
0.7 0.4 0.6
0.5 0.2 -0.6
0.1 -0.7 0.0
0.1 1.0 -0.1
0.0 0.9 0.0
-0.3 0.5 -1.5
0.9 0.3 -0.2
-0.3 -0.5 0.7
-0.8 -1.2 0.7
0.9 0.0 -0.5
0.2 0.3 0.7
-2.9 -0.8 -2.6

LUMO ... 2.75 eV
Total energy ... -14708.1561 eV
SMILES ... C=C(/C=C(\C)B(O)OC)N[O-]
Charge ... -1
Frontier orbital gap ... 4.19 eV

Record 5
A molecular structure, C6H11Br3N3. Source: the OMol25 dataset; level of theory: ωB97M-V with the def2-TZVPD basis set.

Each line ends with the Löwdin charge.
CARTESIAN COORDINATES (ANGSTROEM)
C: -0.346 -2.453 -3.664  -0.0419
C: 0.112 -2.558 -2.437  -0.7455
C: -0.191 -1.605 -1.358  -0.7605
C: 0.698 -1.120 -0.514  -0.6554
C: 0.243 1.491 0.182  -0.1755
C: -0.706 2.401 1.045  -0.0576
N: 0.841 0.039 1.866  -0.0822
N: 0.004 0.090 0.702  -0.1605
N: -0.875 1.914 2.514  0.1481
Br: 1.080 -4.227 -1.944  0.6591
Br: -1.939 -0.888 -1.580  0.8445
Br: 2.389 -1.715 -0.141  0.8473
H: 0.162 -3.095 -4.415  0.0932
H: -0.977 -1.606 -3.806  0.0197
H: -0.115 1.438 -0.853  0.0964
H: 1.333 1.663 0.024  0.1299
H: -1.642 2.534 0.584  0.1103
H: -0.087 3.271 1.215  0.1198
H: 1.872 0.199 1.610  0.0905
H: 0.714 -0.778 2.457  0.1116
H: -0.062 1.179 2.663  0.1203
H: -1.610 1.241 2.592  0.1382
H: -0.897 2.586 3.259  0.1504

Cartesian forces, eV/Å:
1.7 -0.6 -0.4
0.6 -1.8 1.1
0.0 -0.1 -0.9
-2.3 2.4 2.9
-1.2 -2.5 -0.3
3.3 -0.1 1.4
1.3 0.8 -0.3
2.8 -1.9 -1.7
1.3 -1.9 -1.4
-0.6 1.2 -0.4
0.1 0.3 0.7
0.3 0.3 0.0
-1.2 0.5 0.2
-0.3 0.2 -1.0
-0.4 0.4 0.3
-0.6 0.6 1.0
-1.0 0.3 -0.3
-0.7 0.9 -0.4
-1.8 -0.6 0.7
0.1 -0.3 -0.7
0.1 1.0 -0.5
-1.3 0.0 0.1
-0.2 0.7 0.0

LUMO ... -3.07 eV
Total energy ... -220987.2647 eV
Charge ... +1
Frontier orbital gap ... 8.98 eV
Energy relative to the best compared isomer or geometry (same formula, charge and spin) ... 13.2 kcal per mole

Record 6
A gas-phase ion, C6H11BrIN4S (charge +1). Source: the OMol25 dataset; level of theory: ωB97M-V with the def2-TZVPD basis set.

Each line ends with the Löwdin charge.
CARTESIAN COORDINATES (ANGSTROEM)
C: 3.313 -0.736 -0.041  -0.1409
C: 2.877 0.871 0.016  -0.2348
C: 1.279 0.943 0.486  -0.1932
C: 0.402 1.246 -0.877  -0.2003
N: -0.152 -0.031 -1.534  0.0216
C: -1.542 -0.178 -0.910  -0.1807
N: -2.781 0.656 -1.295  0.0910
N: -3.853 0.232 -0.479  -0.5749
Br: -5.619 0.862 -0.416  0.8586
C: -3.343 -0.869 0.424  -0.5489
S: -4.153 -1.883 1.775  0.6834
N: -1.877 -1.161 0.190  -0.4892
I: -0.761 -2.574 1.195  1.0238
H: 2.876 -1.312 0.901  0.0714
H: 4.499 -0.739 -0.007  0.0903
H: 2.912 -1.249 -1.022  0.0768
H: 3.474 1.464 0.833  0.1130
H: 2.997 1.344 -1.052  0.1072
H: 1.143 1.772 1.329  0.1260
H: 1.045 -0.100 0.977  0.0376
H: -0.539 1.881 -0.538  0.1206
H: 0.966 1.887 -1.683  0.1333
H: 0.417 -0.869 -1.258  0.0846
H: -3.580 -1.455 2.986  -0.0763

Cartesian forces, eV/Å:
0.5 1.0 0.3
-0.9 -0.9 0.7
1.2 0.3 -0.7
-0.7 1.4 1.3
-3.4 0.3 2.8
-2.1 0.1 0.2
3.0 -3.4 2.0
5.4 -4.8 3.1
1.3 -0.2 -0.3
1.5 0.9 -0.4
0.3 1.3 -1.0
-4.7 4.9 -3.3
-0.3 0.5 -0.6
1.1 1.2 -2.0
-2.6 -0.5 -0.2
0.9 1.0 1.9
-0.8 -1.3 -1.9
-0.1 -0.8 2.3
0.1 -1.7 -2.1
0.1 2.1 -1.1
2.0 -1.2 -1.0
-0.9 -1.5 1.7
-0.8 1.0 -0.3
-0.1 0.2 -1.5

LUMO ... -5.40 eV
Total energy ... -101324.3330 eV
Charge ... +1
Frontier orbital gap ... 7.61 eV